{"formula": "C2H4N2S3", "method": "ωB97M-V/def2-TZVPD", "molar_mass_g_mol": 152.3, "e_tot_ev": -37623.02736, "lumo_ev": -0.073, "relative_energy_kcal_mol": 32.2, "species": ["S", "C", "N", "S", "C", "N", "S", "H", "H", "H", "H"], "positions_angstrom": [[-2.7821, -0.8348, -0.4295], [-1.7522, 0.4273, -0.4943], [-0.4317, 0.4236, -0.1076], [0.4695, 1.8740, -0.1936], [0.1009, -0.7232, 0.5778], [1.2354, -1.2620, 0.4439], [2.3753, -0.7002, -0.6974], [-2.0376, 1.4311, -0.8911], [0.2088, 2.2897, 1.0486], [-0.5922, -1.1485, 1.2458], [3.2058, -1.7768, -0.5028]], "forces_ev_per_angstrom": [[0.32, 0.37, -0.01], [-0.11, 0.52, -0.22], [-0.07, -0.31, -0.07], [0.03, -0.16, -0.18], [0.77, 0.58, -0.95], [0.01, 0.33, -0.23], [0.17, -0.78, 0.43], [0.13, -0.82, 0.32], [-0.01, 0.15, 0.24], [-0.76, -0.55, 0.82], [-0.49, 0.67, -0.15]], "nbo_charge": [-0.055, -0.087, -0.608, 0.234, 0.229, -0.536, 0.174, 0.210, 0.106, 0.203, 0.130]}


{"formula": "C3H4ClF2N", "method": "ωB97M-V/def2-TZVPD", "molar_mass_g_mol": 127.5, "e_tot_ev": -22620.14986, "lumo_ev": 0.707, "relative_energy_kcal_mol": 16.7, "species": ["C", "C", "F", "F", "H", "H", "C", "N", "Cl", "H", "H"], "positions_angstrom": [[-1.5696, -0.2119, 1.5503], [-1.7719, -0.3713, 0.2372], [-1.1929, -1.0521, -0.7089], [-2.9136, 0.2463, -0.3015], [-2.3684, 0.2987, 1.8791], [-0.8942, -0.5800, 2.2364], [2.1169, 0.8297, -1.1173], [2.7882, -0.2212, -0.9980], [2.0899, -1.6952, -0.2766], [1.0638, 1.1037, -0.9630], [2.6518, 1.6534, -1.5378]], "forces_ev_per_angstrom": [[0.35, -1.02, -3.85], [-1.76, 0.84, 0.78], [0.31, 0.10, 0.18], [1.93, -1.01, 0.54], [-2.45, 2.00, 1.70], [1.62, -0.91, 0.63], [-1.19, 0.19, -0.14], [0.49, -0.95, 0.48], [-0.12, 1.24, -0.48], [0.11, -0.88, 0.49], [0.72, 0.39, -0.32]], "nbo_charge": [-0.583, 0.762, -0.284, -0.350, 0.222, 0.231, -0.073, -0.351, 0.054, 0.179, 0.192]}


{"formula": "C2H2FOPd", "method": "ωB97M-V/def2-TZVPD", "molar_mass_g_mol": 167.5, "e_tot_ev": -10341.10627, "lumo_ev": [-0.141, -2.780], "s2": 3.767, "spin_multiplicity": 4, "relative_energy_kcal_mol": 49.9, "species": ["F", "O", "C", "C", "Pd", "H", "H"], "positions_angstrom": [[0.3311, 1.6050, -0.2479], [0.5925, -0.7536, 0.5293], [-0.5558, -0.8477, 0.2819], [-1.7931, -1.0642, -0.0711], [1.5760, 0.6105, -0.0195], [-2.5952, -0.5678, 0.4752], [-1.9967, -1.6996, -0.9328]], "forces_ev_per_angstrom": [[-12.34, 10.19, -2.37], [0.44, -5.47, 2.66], [-2.95, -0.06, 1.05], [-1.19, -0.40, -0.85], [17.08, -3.95, -0.05], [-0.37, -0.22, -0.24], [-0.68, -0.09, -0.19]], "nbo_charge": [-0.638, -0.587, 0.337, -0.361, 0.886, 0.194, 0.169]}


{"formula": "C24H32GeN4O6SeV", "method": "ωB97M-V/def2-TZVPD", "charge": -2, "molar_mass_g_mol": 675.1, "e_tot_ev": -191206.71203, "lumo_ev": [4.357, 4.360], "s2": 1.045, "spin_multiplicity": 2, "relative_energy_kcal_mol": 0.0, "species": ["V", "N", "C", "C", "O", "N", "C", "C", "O", "O", "H", "H", "H", "H", "H", "H", "C", "O", "C", "C", "C", "C", "C", "C", "N", "N", "C", "O", "C", "C", "C", "C", "C", "C", "C", "O", "H", "H", "H", "H", "H", "H", "H", "H", "H", "H", "H", "H", "C", "Ge", "C", "C", "C", "Se", "C", "H", "H", "H", "H", "H", "H", "H", "H", "H", "H", "H", "H", "H", "H"], "positions_angstrom": [[-0.8110, 1.2662, 0.1973], [-2.6177, 2.4663, 0.7065], [-2.9422, 2.2952, 2.1315], [-1.6897, 1.9907, 2.9684], [-1.6865, 2.3073, 4.1711], [-0.7655, 1.3615, 2.2707], [0.5037, 1.0249, 2.8588], [1.3978, 0.3430, 1.8177], [2.4314, -0.2118, 2.1961], [1.0070, 0.4128, 0.5952], [-2.1862, 3.3722, 0.5408], [-3.4335, 2.3813, 0.1113], [-3.6049, 1.4313, 2.2238], [-3.4501, 3.1593, 2.5665], [0.4144, 0.3658, 3.7281], [1.0374, 1.9184, 3.2091], [-3.8540, -1.6000, 1.3890], [-3.7903, -2.4307, 0.2443], [-3.3785, -1.9320, -0.9762], [-3.8816, -2.6361, -2.0667], [-3.5089, -2.2688, -3.3579], [-2.6610, -1.2021, -3.5496], [-2.1285, -0.4611, -2.4654], [-1.2807, 0.6399, -2.7447], [-0.7478, 1.4442, -1.8141], [-0.1017, 2.5526, -2.3178], [0.2363, 3.3564, -1.3530], [-0.0239, 3.1420, -0.0973], [0.8866, 4.6371, -1.7099], [1.2256, 4.9483, -3.0306], [1.8228, 6.1581, -3.3396], [2.0976, 7.0862, -2.3395], [1.7676, 6.7831, -1.0258], [1.1706, 5.5707, -0.7115], [-2.4847, -0.8568, -1.1330], [-1.9784, -0.2674, -0.0581], [-4.3399, -2.2079, 2.1545], [-4.4712, -0.7136, 1.1978], [-2.8767, -1.2677, 1.7273], [-4.5462, -3.4691, -1.8746], [-3.8924, -2.8196, -4.2107], [-2.3753, -0.9069, -4.5546], [-1.0984, 0.9064, -3.7824], [1.0045, 4.2186, -3.7976], [2.0793, 6.3822, -4.3693], [2.5667, 8.0326, -2.5835], [1.9808, 7.4945, -0.2357], [0.9177, 5.3126, 0.3079], [1.8350, -3.9470, 3.2272], [2.7435, -4.2675, 1.5258], [3.7468, -5.9747, 1.6722], [4.0120, -2.8263, 1.1696], [1.4049, -4.4549, 0.0940], [0.2443, -2.8742, -0.0489], [1.3272, -1.9032, -1.3267], [2.5622, -3.8435, 4.0341], [1.1555, -4.7672, 3.4695], [1.2694, -3.0183, 3.1583], [4.5025, -5.9140, 2.4580], [4.2513, -6.2105, 0.7329], [3.0713, -6.7987, 1.9113], [4.8210, -2.8636, 1.9029], [3.5144, -1.8593, 1.2691], [4.4476, -2.9238, 0.1726], [0.7569, -5.3084, 0.3015], [1.8685, -4.6382, -0.8775], [2.3322, -1.7584, -0.9446], [0.8615, -0.9271, -1.4367], [1.3316, -2.4315, -2.2796]], "forces_ev_per_angstrom": [[-0.32, -0.33, -0.52], [0.25, 0.20, 0.07], [-0.05, -0.09, 0.00], [-0.01, -0.08, 0.00], [0.02, 0.01, 0.08], [0.01, 0.12, -0.31], [0.01, -0.05, 0.16], [-0.07, -0.07, 0.01], [0.08, 0.00, 0.03], [-0.13, 0.34, 0.02], [-0.09, 0.00, 0.00], [0.10, -0.09, 0.01], [-0.01, 0.01, 0.00], [0.01, 0.03, 0.00], [-0.01, -0.02, -0.02], [0.00, 0.00, 0.02], [-0.10, 0.09, -0.02], [0.22, -0.07, 0.01], [-0.33, -0.20, -0.12], [0.05, 0.13, 0.18], [0.03, 0.05, -0.09], [0.01, 0.02, 0.05], [-0.15, -0.22, 0.13], [0.22, 0.38, 0.15], [-0.06, -0.40, 0.32], [0.00, 0.02, -0.11], [-0.26, 0.01, 0.42], [0.03, -0.15, -0.28], [0.17, 0.18, -0.09], [-0.04, -0.03, 0.05], [0.01, 0.02, -0.01], [-0.01, 0.00, -0.01], [0.01, 0.03, 0.04], [-0.01, -0.10, -0.07], [0.22, 0.10, 0.07], [0.21, 0.25, -0.14], [-0.01, 0.01, 0.01], [0.02, 0.00, -0.02], [0.02, -0.03, 0.01], [0.00, 0.00, 0.00], [0.00, 0.00, 0.00], [0.00, 0.00, 0.00], [-0.01, 0.01, -0.01], [0.00, -0.01, 0.00], [0.00, 0.00, 0.00], [0.00, 0.00, 0.00], [0.00, 0.00, -0.01], [0.00, 0.01, 0.01], [-0.01, -0.05, -0.02], [0.02, 0.09, -0.11], [-0.06, 0.02, -0.01], [0.01, -0.12, -0.03], [0.10, 0.02, 0.11], [-0.03, -0.13, 0.05], [-0.10, 0.04, -0.08], [0.02, -0.01, 0.00], [-0.01, 0.03, 0.00], [0.00, 0.01, -0.02], [0.00, 0.02, 0.01], [0.00, 0.01, 0.00], [0.00, -0.01, 0.00], [0.01, -0.02, 0.01], [-0.05, 0.03, -0.02], [-0.01, 0.00, 0.01], [-0.02, 0.00, 0.03], [0.00, 0.03, 0.00], [0.06, 0.02, 0.08], [0.00, -0.02, -0.04], [0.00, -0.01, 0.01]], "nbo_charge": [1.314, -0.801, -0.293, 0.635, -0.742, -0.681, -0.331, 0.802, -0.731, -0.745, 0.394, 0.379, 0.200, 0.179, 0.199, 0.196, -0.235, -0.543, 0.313, -0.344, -0.256, -0.245, -0.136, -0.113, -0.349, -0.400, 0.478, -0.750, -0.082, -0.133, -0.253, -0.252, -0.229, -0.194, 0.227, -0.753, 0.159, 0.152, 0.215, 0.194, 0.182, 0.184, 0.168, 0.226, 0.192, 0.190, 0.194, 0.237, -1.094, 1.623, -1.091, -1.113, -1.056, 0.322, -0.774, 0.218, 0.210, 0.264, 0.214, 0.214, 0.212, 0.213, 0.303, 0.212, 0.223, 0.221, 0.217, 0.257, 0.194]}


{"formula": "C5H3NO", "method": "ωB97M-V/def2-TZVPD", "molar_mass_g_mol": 93.1, "e_tot_ev": -8766.29618, "lumo_ev": [-1.772, -1.770], "relative_energy_kcal_mol": 85.6, "species": ["N", "C", "C", "C", "O", "C", "C", "H", "H", "H"], "positions_angstrom": [[2.9817, -0.6777, -0.1347], [1.8743, -0.3407, -0.0643], [0.5158, 0.0796, 0.0022], [0.1294, 1.4576, 0.2336], [-1.0497, 1.7848, 0.2733], [-1.8623, -0.7475, 0.1181], [-0.5352, -0.8057, -0.0666], [0.9489, 2.1820, 0.4078], [-2.5934, -1.0310, -0.6450], [-0.4096, -1.9015, -0.1245]], "forces_ev_per_angstrom": [[-1.02, 0.33, 0.08], [0.98, -0.30, -0.04], [-0.09, -0.10, -0.02], [-0.36, -0.09, -0.06], [0.24, -0.39, -0.13], [0.42, 0.31, -0.04], [-0.24, -0.01, 0.16], [-0.28, -0.12, 0.00], [0.01, 0.47, 0.13], [0.33, -0.09, -0.07]], "nbo_charge": [-0.313, 0.269, -0.384, 0.403, -0.532, 0.130, -0.239, 0.157, 0.200, 0.309]}